{
  "formula": "C11H9Cl2N",
  "method": "ωB97M-V with the def2-TZVPD basis set",
  "total_energy_ha": -1399.654809,
  "e_lumo_ev": 0.549,
  "e_above_lowest_kcal_mol": 0.0,
  "gap_ev": 9.54,
  "symbols": ["C", "C", "C", "C", "C", "C", "C", "C", "C", "C", "C", "N", "Cl", "Cl", "H", "H", "H", "H", "H", "H", "H", "H", "H"],
  "coordinates": [[1.576042, -2.416699, -0.074150], [2.073402, -1.665680, 0.940550], [1.126345, -1.679405, -1.162887], [2.118740, -0.264132, 0.939577], [1.217283, -0.298422, -1.251240], [1.800717, 0.389999, -0.180288], [-2.104938, 1.638264, -0.821606], [-2.274489, 0.241603, -0.846456], [-1.413662, 1.648152, 1.514912], [-1.712332, 2.370151, 0.359543], [-1.751169, -0.333845, 0.324614], [-1.338495, 0.292827, 1.369184], [1.896609, 2.109262, -0.269871], [-1.637269, -2.057400, 0.497266], [1.597032, -3.499712, 0.020805], [2.404837, -2.306570, 1.870822], [0.581789, -2.209233, -2.075003], [2.507636, 0.369591, 1.745076], [-2.259753, 2.273861, -1.658113], [-2.616079, -0.471065, -1.568574], [-0.911967, 2.147995, 2.344117], [0.877176, 0.366229, -2.120607], [-1.757463, 3.354224, 0.102329]],
  "atomic_forces_ev_per_a": [[0.191, 0.590, -0.641], [1.044, -1.300, 3.655], [-1.885, -1.080, -3.494], [1.407, -0.541, 1.749], [0.071, 1.030, -0.823], [-1.477, 0.208, -1.818], [-0.173, -0.787, 1.259], [1.374, 1.066, 1.625], [1.090, -0.315, -2.617], [-0.948, -4.172, -1.236], [-0.632, 0.077, -0.018], [0.252, 1.594, 2.233], [0.162, 0.425, 0.027], [-0.384, -0.491, -0.344], [-0.327, 0.280, -0.374], [-0.509, 1.819, -1.668], [1.335, 0.999, 2.047], [-0.133, -0.797, 0.059], [-0.452, 0.078, -0.877], [-0.187, 0.464, -0.847], [-0.597, -0.519, 0.280], [0.394, -1.592, 1.173], [0.385, 2.963, 0.652]],
  "mulliken_charge": [-0.6300, -0.1012, -0.1736, -0.5698, -0.3883, 0.5936, -0.1083, -0.7476, -0.5365, -0.3697, 0.7438, -0.4219, -0.2021, -0.1656, 0.4281, 0.1782, 0.1963, 0.3733, 0.3984, 0.4107, 0.3465, 0.2817, 0.4639]
}